ORCA calculation (the ωB97M-V functional and the def2-TZVPD basis) on C5H8N3O2 as an isolated structure.

Last column: Löwdin charge in e.
CARTESIAN COORDINATES (ANGSTROEM)
C (-0.509, -0.496, -0.163)  0.1320
C (0.496, 0.335, 0.081)  -0.2403
C (-1.916, -0.369, 0.151)  -0.4686
C (1.676, -1.414, -0.748)  -0.2553
C (-0.953, 1.821, 1.000)  -0.1223
N (0.441, -1.662, -1.302)  0.0931
N (-2.014, 0.743, 0.954)  0.1216
N (1.823, 0.068, -0.552)  0.1821
O (-2.819, -1.098, -0.158)  0.1469
O (0.386, 1.422, 0.894)  0.0100
H (1.641, -1.877, 0.188)  0.1271
H (2.434, -1.828, -1.337)  0.1336
H (-1.183, 2.549, 0.166)  0.1547
H (-0.893, 2.339, 2.086)  0.1940
H (-0.152, -2.501, -1.027)  0.1509
H (-2.925, 1.072, 1.166)  0.1464
H (1.933, 0.428, -1.574)  0.2437
H (2.535, 0.467, 0.176)  0.2502

- LUMO energy (Ha) = -0.1483
- relative energy (zero: lowest compared OMol25 entry of this formula, charge and spin) (kJ/mol) = 415.0
- HOMO-LUMO gap (Ha) = 0.35712
- energy (eV) = -13868.9212
- net charge = +1
- molar mass (g/mol) = 142.1

ORCA calculation (the ωB97M-V functional and the def2-TZVPD basis) on C10H15N as an isolated structure.

Last column: Löwdin charge in e.
CARTESIAN COORDINATES (ANGSTROEM)
C (-2.213, -0.407, 0.784)  -0.1193
C (-1.596, -0.382, -0.478)  -0.1177
C (-1.618, -0.133, 1.942)  -0.0580
C (-0.448, 0.206, -0.774)  -0.0142
C (0.384, 0.666, 0.959)  -0.1317
C (1.625, 1.135, 0.937)  -0.0186
C (1.323, -1.066, -1.729)  -0.0768
C (-0.351, 0.110, -3.297)  -0.0234
C (0.331, 0.361, 3.385)  -0.0836
C (0.433, 0.121, -1.970)  -0.3964
N (-0.248, 0.244, 2.121)  -0.1786
H (-3.154, -0.821, 0.824)  0.0737
H (-2.197, -0.825, -1.280)  0.1133
H (-2.183, -0.145, 2.892)  0.1208
H (2.216, 1.347, 1.827)  0.0377
H (2.049, 1.627, 0.081)  0.0412
H (0.807, -1.959, -1.482)  0.0816
H (1.840, -0.852, -0.824)  0.0468
H (2.211, -1.167, -2.345)  0.0879
H (-0.164, 0.821, -3.962)  0.0281
H (-1.450, 0.033, -3.022)  0.0934
H (-0.151, -0.821, -3.682)  0.0477
H (0.985, -0.617, 3.475)  0.1317
H (0.993, 1.222, 3.420)  0.0702
H (-0.482, 0.259, 4.178)  0.1070
H (1.059, 1.043, -1.980)  0.1372

- LUMO energy (Ha) = 0.0360
- relative energy (zero: lowest compared OMol25 entry of this formula, charge and spin) (kJ/mol) = 381.8
- HOMO-LUMO gap (Ha) = 0.29957
- energy (eV) = -12099.0970
- molar mass (g/mol) = 149.2

ORCA calculation (the ωB97M-V functional and the def2-TZVPD basis) on C38H53N8P2ReS as an isolated structure.

Last column: Löwdin charge in e.
CARTESIAN COORDINATES (ANGSTROEM)
Re (-0.308, -0.163, -0.290)  1.3075
C (-3.740, -2.811, -0.072)  -0.1397
C (-2.406, -3.436, 0.355)  -0.5556
C (-2.664, -4.602, 1.314)  -0.0956
P (-1.255, -2.144, 0.974)  1.0118
C (-1.685, -1.726, 2.729)  -0.5085
C (-1.342, -2.797, 3.767)  -0.0824
C (-3.128, -1.244, 2.889)  -0.1023
C (0.427, -2.807, 1.153)  -0.3064
C (0.811, -4.138, 1.053)  -0.0248
C (2.133, -4.522, 1.245)  -0.2540
C (2.547, -5.963, 1.146)  -0.0377
C (3.066, -3.529, 1.540)  -0.0120
C (2.711, -2.193, 1.610)  -0.0140
C (1.388, -1.815, 1.399)  -0.3242
N (0.974, -0.469, 1.259)  -0.1735
C (1.612, 0.572, 1.948)  -0.3401
C (2.118, 0.412, 3.237)  -0.0136
C (2.719, 1.476, 3.890)  -0.0132
C (2.840, 2.727, 3.292)  -0.2597
C (3.515, 3.876, 3.991)  -0.0393
C (2.320, 2.884, 2.011)  -0.0372
C (1.694, 1.838, 1.340)  -0.2899
P (1.118, 1.878, -0.379)  1.0557
C (2.663, 1.764, -1.387)  -0.4948
C (3.420, 3.085, -1.532)  -0.0909
C (3.604, 0.719, -0.775)  -0.1057
C (0.189, 3.421, -0.782)  -0.5042
C (-0.015, 3.494, -2.301)  -0.0965
C (0.692, 4.748, -0.212)  -0.0911
H (-4.308, -3.546, -0.644)  0.0922
H (-3.597, -1.940, -0.709)  0.0204
H (-4.339, -2.535, 0.796)  0.0622
H (-1.895, -3.812, -0.536)  0.0506
H (-3.329, -4.300, 2.123)  0.0695
H (-1.762, -5.020, 1.756)  0.0622
H (-3.169, -5.398, 0.763)  0.0932
H (-1.011, -0.888, 2.919)  0.0691
H (-2.026, -3.641, 3.724)  0.0652
H (-1.426, -2.359, 4.764)  0.0887
H (-0.325, -3.170, 3.651)  0.0752
H (-3.821, -2.085, 2.880)  0.0717
H (-3.436, -0.550, 2.104)  0.0614
H (-3.244, -0.740, 3.851)  0.0883
H (0.079, -4.896, 0.809)  0.1049
H (1.760, -6.572, 0.704)  0.0798
H (2.774, -6.371, 2.133)  0.0886
H (3.443, -6.071, 0.534)  0.0868
H (4.103, -3.805, 1.685)  0.1239
H (3.469, -1.440, 1.784)  0.1175
H (2.040, -0.551, 3.726)  0.1216
H (3.105, 1.328, 4.891)  0.1203
H (3.850, 3.588, 4.986)  0.0792
H (2.839, 4.726, 4.096)  0.0853
H (4.386, 4.218, 3.430)  0.0874
H (2.424, 3.847, 1.529)  0.0984
H (2.327, 1.421, -2.370)  0.1057
H (3.711, 3.479, -0.556)  0.0772
H (2.861, 3.850, -2.065)  0.0580
H (4.339, 2.899, -2.090)  0.0933
H (4.097, 1.131, 0.107)  0.0868
H (4.372, 0.462, -1.505)  0.0954
H (3.098, -0.199, -0.485)  0.0385
H (-0.787, 3.234, -0.325)  0.0787
H (0.898, 3.799, -2.811)  0.0729
H (-0.772, 4.248, -2.522)  0.0891
H (-0.345, 2.548, -2.734)  0.0438
H (1.714, 4.975, -0.511)  0.0682
H (0.628, 4.774, 0.874)  0.0691
H (0.056, 5.548, -0.596)  0.0893
C (-1.506, 0.518, -6.433)  -0.0778
C (-0.310, 0.114, -5.584)  -0.2397
N (-0.617, -0.960, -4.650)  -0.0074
C (-1.171, -0.788, -3.448)  -0.8413
S (-1.522, -2.149, -2.469)  0.6925
N (-1.460, 0.465, -3.087)  -0.0131
N (-1.689, 0.592, -1.760)  -0.1838
C (-2.659, 1.356, -1.368)  -0.2753
C (-3.660, 1.945, -2.302)  0.0013
C (-2.673, 1.658, 0.062)  -0.2277
C (-3.606, 2.511, 0.638)  0.0164
C (-3.477, 2.868, 1.968)  -0.0160
C (-2.399, 2.386, 2.693)  -0.0205
C (-1.516, 1.527, 2.071)  -0.1216
N (-1.660, 1.136, 0.798)  -0.0638
H (-1.227, 1.313, -7.125)  0.0753
H (-2.318, 0.879, -5.801)  0.0598
H (-1.871, -0.328, -7.016)  0.0783
H (0.052, 0.967, -5.008)  0.1003
H (0.510, -0.244, -6.207)  0.1080
H (-0.453, -1.911, -4.945)  0.1017
H (-3.603, 1.431, -3.257)  0.0771
H (-3.459, 3.006, -2.474)  0.0986
H (-4.669, 1.852, -1.900)  0.0889
H (-4.408, 2.908, 0.034)  0.1190
H (-4.195, 3.536, 2.425)  0.1236
H (-2.234, 2.665, 3.723)  0.1219
H (-0.653, 1.146, 2.596)  0.1009
N (1.983, -2.608, -5.422)  0.1327
C (2.251, -2.247, -4.359)  -0.3567
N (2.620, -1.814, -3.155)  0.1270
C (1.765, -1.410, -2.326)  -0.3182
N (1.037, -1.040, -1.482)  -0.0586

- LUMO energy (alpha / beta) (Ha) = -0.1238 / -0.1657
- relative energy (zero: lowest compared OMol25 entry of this formula, charge and spin) (kJ/mol) = 67.8
- HOMO-LUMO gap (alpha / beta) (Ha) = 0.24170 / 0.20302
- energy (eV) = -83726.5377
- net charge = +1
- molar mass (g/mol) = 902.1
- 2S+1 = 4

ORCA calculation (the ωB97M-V functional and the def2-TZVPD basis) on one molecule with the formula C3H8N4.

Last column: Löwdin charge in e.
CARTESIAN COORDINATES (ANGSTROEM)
N (0.716, 0.025, 0.668)  0.0962
C (1.212, 0.756, -0.401)  -0.5860
C (-0.660, -0.477, 0.465)  -0.4668
N (0.444, 0.510, -1.529)  0.1045
N (-0.689, -1.653, -0.272)  0.0885
C (-1.720, 0.034, 1.104)  0.0304
N (2.281, 1.435, -0.464)  0.1046
H (0.909, 0.428, 1.577)  0.1314
H (0.879, 0.755, -2.405)  0.0947
H (-0.551, 0.627, -1.560)  0.0852
H (-1.509, -2.222, -0.125)  0.0918
H (0.189, -2.152, -0.295)  0.0980
H (2.792, 1.480, 0.410)  0.0303
H (-2.624, -0.536, 1.222)  0.0466
H (-1.668, 0.990, 1.605)  0.0507

- LUMO energy (Ha) = 0.0320
- relative energy (zero: lowest compared OMol25 entry of this formula, charge and spin) (kJ/mol) = 100.7
- HOMO-LUMO gap (Ha) = 0.34375
- energy (eV) = -9200.5893
- molar mass (g/mol) = 100.1

ORCA calculation (the ωB97M-V functional and the def2-TZVPD basis) on a 6-piece molecular cluster, C23H57O13P overall.

Last column: Löwdin charge in e.
CARTESIAN COORDINATES (ANGSTROEM)
C (3.152, 2.624, -0.460)  -0.0984
O (1.996, 1.802, -0.336)  -0.2351
P (1.681, 0.758, -1.525)  0.3745
O (2.859, 0.057, -2.019)  -0.2125
O (0.545, -0.069, -0.791)  -0.2172
C (0.342, -1.450, -1.111)  -0.0750
O (0.824, 1.604, -2.569)  -0.2144
C (1.419, 2.177, -3.734)  -0.0908
H (3.022, 3.396, -1.232)  0.0767
H (3.979, 2.047, -0.883)  0.0878
H (3.334, 3.078, 0.508)  0.0882
H (-0.617, -1.481, -1.631)  0.0721
H (0.354, -2.182, -0.306)  0.0694
H (1.096, -1.803, -1.820)  0.0895
H (1.847, 3.152, -3.517)  0.0844
H (0.738, 2.137, -4.580)  0.0880
H (2.240, 1.527, -4.062)  0.0850
C (-2.829, 0.919, 1.165)  -0.1121
O (-3.621, -0.041, 1.827)  -0.1656
C (-3.965, -1.114, 0.969)  -0.2150
C (-4.666, -2.168, 1.815)  -0.2029
O (-5.578, -2.977, 1.111)  -0.1964
C (-5.027, -3.948, 0.240)  -0.0868
H (-2.684, 1.746, 1.856)  0.0887
H (-3.318, 1.289, 0.255)  0.0775
H (-1.851, 0.576, 0.807)  0.0787
H (-3.237, -1.607, 0.320)  0.1165
H (-4.789, -0.744, 0.338)  0.1366
H (-5.231, -1.692, 2.616)  0.1328
H (-3.947, -2.858, 2.294)  0.1219
H (-5.855, -4.421, -0.274)  0.0927
H (-4.520, -4.647, 0.930)  0.0732
H (-4.206, -3.540, -0.361)  0.0794
C (-0.554, -5.149, -0.400)  -0.1094
O (-0.571, -5.576, 0.947)  -0.1907
C (-1.895, -5.747, 1.418)  -0.2089
C (-1.795, -6.045, 2.920)  -0.2158
O (-1.630, -4.892, 3.682)  -0.1855
C (-0.424, -4.151, 3.497)  -0.0828
H (-1.344, -4.478, -0.739)  0.0862
H (-0.371, -6.040, -1.013)  0.0892
H (0.372, -4.592, -0.595)  0.0825
H (-2.558, -6.400, 0.841)  0.1270
H (-2.366, -4.753, 1.365)  0.0951
H (-1.027, -6.808, 3.106)  0.1277
H (-2.694, -6.531, 3.305)  0.1241
H (-0.706, -3.461, 2.690)  0.0803
H (0.440, -4.763, 3.241)  0.0974
H (-0.227, -3.538, 4.373)  0.0829
C (4.134, 10.553, 1.014)  -0.0959
O (4.892, 9.395, 1.307)  -0.1664
C (4.198, 8.254, 1.666)  -0.2438
C (3.100, 7.773, 0.704)  -0.2295
O (3.518, 7.643, -0.628)  -0.1659
C (4.455, 6.592, -0.808)  -0.1050
H (3.466, 10.518, 0.147)  0.0850
H (4.844, 11.367, 0.935)  0.0886
H (3.424, 10.690, 1.843)  0.0914
H (3.898, 8.197, 2.724)  0.1279
H (4.929, 7.430, 1.695)  0.1164
H (2.315, 8.539, 0.749)  0.1163
H (2.603, 6.881, 1.102)  0.1244
H (5.496, 6.939, -0.785)  0.0909
H (4.295, 6.298, -1.848)  0.0880
H (4.375, 5.767, -0.098)  0.0806
C (-2.806, -0.014, -2.946)  -0.1010
O (-3.220, -1.331, -3.194)  -0.1861
C (-2.912, -1.854, -4.463)  -0.1900
C (-1.435, -2.253, -4.576)  -0.2085
O (-0.962, -3.304, -3.759)  -0.1811
C (-1.425, -4.573, -4.135)  -0.1222
H (-3.064, 0.223, -1.915)  0.0718
H (-3.378, 0.719, -3.528)  0.0961
H (-1.728, 0.103, -3.077)  0.0719
H (-2.984, -1.029, -5.183)  0.1249
H (-3.567, -2.681, -4.718)  0.1237
H (-0.781, -1.422, -4.312)  0.1125
H (-1.241, -2.437, -5.641)  0.1263
H (-2.445, -4.704, -3.753)  0.0882
H (-0.890, -5.357, -3.594)  0.0789
H (-1.413, -4.881, -5.183)  0.0921
C (2.448, -0.283, 2.160)  -0.1381
C (1.856, 0.532, 3.333)  -0.1377
C (1.228, -0.504, 4.272)  -0.1980
O (1.775, -1.747, 3.876)  -0.1582
C (2.096, -1.748, 2.502)  -0.1965
H (3.523, -0.180, 2.043)  0.1105
H (1.961, -0.010, 1.222)  0.0683
H (1.026, 1.131, 2.963)  0.1059
H (2.697, 1.058, 3.781)  0.1061
H (0.148, -0.582, 4.058)  0.1142
H (1.248, -0.323, 5.345)  0.1189
H (1.251, -2.176, 1.949)  0.0924
H (2.920, -2.427, 2.275)  0.1205

- LUMO energy (Ha) = 0.0159
- HOMO-LUMO gap (Ha) = 0.35597
- energy (eV) = -60676.7279
- molar mass (g/mol) = 572.7

ORCA calculation (the ωB97M-V functional and the def2-TZVPD basis) on one molecule with the formula C4H8N2O.

Last column: Löwdin charge in e.
CARTESIAN COORDINATES (ANGSTROEM)
N (-2.117, -0.692, -0.035)  0.0367
C (-0.838, -0.106, 0.361)  -0.3998
C (0.267, -0.616, -0.578)  -0.1517
C (1.562, 0.168, -0.454)  -0.2752
O (1.938, 0.168, 0.912)  -0.0620
C (-0.941, 1.366, 0.285)  -0.1861
N (-0.990, 2.521, 0.249)  0.1593
H (-2.062, -1.703, 0.043)  0.0793
H (-2.860, -0.382, 0.584)  0.0797
H (-0.533, -0.329, 1.395)  0.1433
H (-0.105, -0.570, -1.607)  0.1264
H (0.447, -1.669, -0.330)  0.1231
H (1.404, 1.194, -0.815)  0.1142
H (2.339, -0.292, -1.083)  0.1179
H (2.489, 0.942, 1.073)  0.0949

- LUMO energy (Ha) = 0.0298
- relative energy (zero: lowest compared OMol25 entry of this formula, charge and spin) (kJ/mol) = 150.7
- HOMO-LUMO gap (Ha) = 0.40005
- energy (eV) = -9304.8316
- molar mass (g/mol) = 100.1